1.
This record from the Open Molecules 2025 dataset describes a 2-piece molecular cluster, C3H9NO2PS2 overall in a non-equilibrium geometry. The level of theory is ωB97M-V/def2-TZVPD.

Cartesian coordinates (Å):
C1 -1.283 -2.146 0.401
C2 -0.632 1.215 -0.466
C3 0.137 0.069 -1.008
N1 -2.304 -1.432 0.674
O1 -0.576 -3.039 0.579
O2 0.843 -0.554 1.445
P1 1.482 -0.427 -0.013
S1 3.331 0.706 0.553
S2 1.877 -2.321 -0.786
H1 -1.826 1.067 -0.633
H2 -0.533 1.292 0.645
H3 -0.611 2.136 -1.097
H4 0.474 -0.104 -1.980
H5 -2.662 -0.784 -0.048
H6 -2.937 -1.712 1.340
H7 1.298 -1.039 2.134
H8 4.070 0.153 -0.506
H9 2.895 -2.763 -0.066

## Properties
charge: +1
multiplicity: 1
HOMO energy (alpha / beta): -11.7731 / -11.7714 eV
relative energy (zero: lowest compared OMol25 entry of this formula, charge and spin): 52.4 kcal/mol
frontier orbital gap (alpha / beta): 6.77 / 6.77 eV

These are the Löwdin partial charges, in e, on atoms 1 to 5: -0.22 -0.20 -0.39 0.26 0.20

2.
This record from the Open Molecules 2025 dataset describes C3H9NO2Pd as an isolated structure in a non-equilibrium geometry. The level of theory is ωB97M-V/def2-TZVPD.

Cartesian coordinates (Å):
Pd1 -0.233 -0.101 -0.887
C1 0.479 0.308 -2.628
H1 1.538 0.526 -2.709
H2 0.168 -0.613 -3.147
H3 -0.124 1.134 -3.028
H4 -1.539 -1.105 -1.057
H5 -1.042 -1.302 -1.709
N1 -0.534 -0.773 1.086
C2 0.263 -0.067 2.089
C3 0.603 1.339 1.566
O1 0.924 2.168 2.412
O2 0.493 1.517 0.282
H6 -1.520 -0.644 1.307
H7 -0.351 -1.774 1.139
H8 -0.317 0.007 3.018
H9 1.194 -0.621 2.266

## Properties
multiplicity: 3
HOMO energy (alpha / beta): -7.1639 / -9.1255 eV
⟨S²⟩: 2.01
frontier orbital gap (alpha / beta): 7.41 / 6.50 eV

These are the Löwdin partial charges, in e, on atoms 1 to 5: 0.81 -0.27 0.00 -0.03 0.02

3.
This record from the Open Molecules 2025 dataset describes C3H9NO2S as an isolated structure in a non-equilibrium geometry. The level of theory is ωB97M-V/def2-TZVPD.

Cartesian coordinates (Å):
C1 -2.163 -0.619 -1.530
C2 2.335 2.330 0.636
C3 -2.059 0.195 -0.222
N1 2.096 1.040 0.103
O1 1.303 -1.297 0.251
O2 -1.090 0.582 0.373
S1 1.674 -0.120 1.031
H1 -3.094 -1.087 -1.469
H2 -2.132 -0.090 -2.466
H3 -1.250 -1.251 -1.543
H4 2.522 2.306 1.766
H5 1.450 2.823 0.459
H6 3.087 2.900 0.131
H7 -3.083 0.144 0.217
H8 -0.118 -3.686 1.134
H9 0.522 -4.169 1.130

## Properties
multiplicity: 1
HOMO energy: -9.8956 eV
relative energy (zero: lowest compared OMol25 entry of this formula, charge and spin): 100.4 kcal/mol
frontier orbital gap: 9.76 eV

These are the Löwdin partial charges, in e, on atoms 1 to 5: -0.03 -0.23 -0.29 -0.35 -0.55

4.
This record from the Open Molecules 2025 dataset describes a 2-piece molecular cluster, C3H9NO2S overall in a non-equilibrium geometry. The level of theory is ωB97M-V/def2-TZVPD.

Cartesian coordinates (Å):
O1 -2.688 -0.532 -0.541
C1 -1.613 -0.406 -1.196
N1 -0.681 0.566 -0.838
C2 0.790 0.518 -1.045
C3 1.618 0.420 0.147
S1 2.132 -1.249 0.712
H1 -1.281 -1.258 -1.920
H2 -1.079 1.206 -0.254
H3 1.083 -0.154 -1.837
H4 1.056 1.504 -1.476
H5 2.408 1.090 -0.121
H6 1.214 0.918 1.037
H7 1.491 -1.206 1.891
O2 -1.171 -0.193 1.805
H8 -1.245 -1.012 2.268
H9 -2.035 -0.211 1.367

## Properties
structure (SMILES): O=CNCCS.O
multiplicity: 1
HOMO energy: -9.2754 eV
relative energy (zero: lowest compared OMol25 entry of this formula, charge and spin): 42.6 kcal/mol
frontier orbital gap: 10.01 eV

These are the Löwdin partial charges, in e, on atoms 1 to 5: -0.06 -0.28 0.04 -0.27 -0.57

5.
This record from the Open Molecules 2025 dataset describes a 2-piece molecular cluster, C3H9NO2S overall in a non-equilibrium geometry. The level of theory is ωB97M-V/def2-TZVPD.

Cartesian coordinates (Å):
O1 -1.679 1.702 -2.211
C1 -1.631 1.696 -1.029
C2 -0.335 1.408 -0.209
C3 0.812 1.218 -1.297
S1 2.427 1.405 -0.704
N1 -0.528 0.289 0.623
H1 -2.493 1.854 -0.371
H2 -0.092 2.282 0.398
H3 0.674 0.291 -1.835
H4 0.726 2.037 -2.005
H5 2.585 0.291 0.014
H6 -0.568 -0.568 0.079
H7 0.094 0.203 1.418
H8 -0.478 -5.260 2.662
H9 0.712 -4.458 2.139
O2 -0.228 -4.390 2.329

## Properties
charge: +1
multiplicity: 2
HOMO energy (alpha / beta): -14.0173 / -14.0173 eV
⟨S²⟩: 0.76
relative energy (zero: lowest compared OMol25 entry of this formula, charge and spin): 32.9 kcal/mol
frontier orbital gap (alpha / beta): 10.24 / 5.22 eV

These are the Löwdin partial charges, in e, on atoms 1 to 5: 0.16 -0.15 -0.34 -0.51 1.01

6.
This record from the Open Molecules 2025 dataset describes a 2-piece molecular cluster, C3H9NO2S2 overall in a non-equilibrium geometry. The level of theory is ωB97M-V/def2-TZVPD.

Cartesian coordinates (Å):
C1 0.525 -0.892 -1.587
C2 -2.625 0.941 -0.827
C3 2.067 0.119 1.410
N1 0.398 -0.819 -0.341
O1 -1.588 0.558 1.589
O2 2.739 -1.838 -0.299
S1 -1.583 1.731 0.458
S2 1.708 -1.525 0.649
H1 -0.800 0.038 1.542
H2 -0.325 -0.671 -2.367
H3 1.385 -1.591 -1.918
H4 -2.042 0.891 -1.724
H5 -3.631 1.568 -0.898
H6 -2.804 -0.004 -0.397
H7 1.499 0.986 0.806
H8 3.155 0.236 1.445
H9 1.924 0.273 2.457

## Properties
multiplicity: 3
HOMO energy (alpha / beta): -5.7692 / -8.7051 eV
⟨S²⟩: 2.01
relative energy (zero: lowest compared OMol25 entry of this formula, charge and spin): 30.4 kcal/mol
frontier orbital gap (alpha / beta): 6.33 / 5.48 eV

These are the Löwdin partial charges, in e, on atoms 1 to 5: -0.25 -0.37 -0.25 -0.25 -0.49

7.
This record from the Open Molecules 2025 dataset describes C3H9NO2Si as an isolated structure in a non-equilibrium geometry. The level of theory is ωB97M-V/def2-TZVPD.

Cartesian coordinates (Å):
C1 -1.516 -0.409 0.521
C2 -1.298 0.638 -0.572
C3 -0.191 -0.632 1.261
N1 -0.037 0.307 -1.220
O1 2.466 1.339 0.594
O2 2.011 -1.554 -0.572
Si1 1.079 -0.335 -0.093
H1 -2.312 -0.096 1.198
H2 -1.818 -1.344 0.046
H3 -2.105 0.608 -1.311
H4 -1.269 1.642 -0.132
H5 -0.070 0.093 2.062
H6 -0.150 -1.623 1.704
H7 0.188 0.901 -2.001
H8 2.467 1.964 -0.128
H9 2.556 -1.499 -1.355

## Properties
multiplicity: 1
HOMO energy: -9.4109 eV
relative energy (zero: lowest compared OMol25 entry of this formula, charge and spin): 31.2 kcal/mol
frontier orbital gap: 9.87 eV

These are the Löwdin partial charges, in e, on atoms 1 to 5: -0.25 -0.28 -0.20 -0.10 -0.34

8.
This record from the Open Molecules 2025 dataset describes the molecule C3H9NO3 in a non-equilibrium geometry. The level of theory is ωB97M-V/def2-TZVPD.

Cartesian coordinates (Å):
C1 -0.973 0.568 -1.696
C2 -0.871 0.992 -0.241
C3 0.315 0.263 0.509
N1 0.565 0.817 1.791
O1 -0.142 -1.089 0.521
O2 0.870 -1.987 1.036
O3 1.827 -2.234 0.044
H1 -1.696 1.193 -2.230
H2 -1.293 -0.475 -1.761
H3 -0.004 0.663 -2.194
H4 -1.796 0.778 0.296
H5 -0.648 2.054 -0.154
H6 1.231 0.342 -0.094
H7 -0.244 0.716 2.397
H8 1.366 0.389 2.235
H9 1.494 -2.989 -0.458

## Properties
structure (SMILES): CC[C@@H](N)OOO
multiplicity: 1
HOMO energy: -9.8330 eV
relative energy (zero: lowest compared OMol25 entry of this formula, charge and spin): 136.3 kcal/mol
frontier orbital gap: 10.71 eV

These are the Löwdin partial charges, in e, on atoms 1 to 5: -0.11 -0.19 -0.44 0.07 -0.08